ORCA calculation (wB97M-V/def2-TZVPD) on a single C25H47IO4 molecule in a non-equilibrium geometry.

XYZ file:
```
77
Properties=species:S:1:pos:R:3
C -3.02301 2.14689 1.54030
C -2.93518 3.08349 0.32462
C -1.52264 3.12914 -0.25575
C -1.49098 3.54755 -1.71496
C -0.06874 3.51181 -2.29305
C -0.02946 3.14805 -3.77821
C 1.10210 2.20155 -4.17068
C 0.66732 0.74440 -4.22920
C -0.31686 0.39139 -3.09769
C -0.19501 -1.03507 -2.66133
O -0.90368 -1.91374 -3.15251
O 0.76194 -1.32241 -1.72674
C 0.28530 -1.52032 -0.37108
C -0.85881 -0.55660 0.01509
C -2.30775 -1.03668 -0.18522
C -3.18265 0.12082 -0.64386
I -5.26435 -0.27917 -0.35591
C -0.11661 -3.00044 -0.24859
C -0.56948 -3.43735 1.15106
C 0.49168 -4.13504 2.00473
C 0.27263 -3.96120 3.51199
C 0.24605 -2.52832 3.98343
O 1.54727 -2.16432 4.49102
C 1.70277 -0.84648 4.72721
C 3.13625 -0.40143 4.75009
O 0.76279 -0.06289 4.90367
C 1.50985 -1.29383 0.54185
C 2.53064 -0.21010 0.14918
C 1.94768 1.13212 -0.29707
C 3.57506 -0.70203 -0.85586
H -2.91256 2.69333 2.47049
H -2.25380 1.38014 1.52034
H -3.98082 1.63925 1.57714
H -3.64825 2.74757 -0.42134
H -3.22793 4.07557 0.65231
H -1.11097 2.12246 -0.19418
H -0.91501 3.82110 0.31962
H -2.12704 2.90030 -2.31167
H -1.84587 4.57389 -1.78902
H 0.51144 2.78748 -1.72201
H 0.40878 4.47164 -2.12449
H -0.98070 2.73483 -4.10205
H 0.11914 4.06801 -4.33516
H 1.98497 2.32823 -3.55163
H 1.41447 2.46867 -5.17712
H 1.52105 0.08081 -4.13396
H 0.20151 0.55736 -5.19113
H -0.06787 1.03274 -2.25492
H -1.34910 0.60068 -3.34143
H -0.75799 0.40295 -0.48317
H -0.74035 -0.34415 1.07121
H -2.71030 -1.39431 0.75543
H -2.41192 -1.84061 -0.90146
H -3.05311 0.28414 -1.70693
H -2.94187 1.03848 -0.12062
H 0.75820 -3.56085 -0.56407
H -0.88190 -3.21107 -0.98468
H -1.37401 -4.15449 1.01118
H -1.03550 -2.60920 1.66993
H 0.40643 -5.19959 1.80393
H 1.50739 -3.86505 1.73912
H -0.66171 -4.44501 3.77548
H 1.06862 -4.48875 4.02951
H -0.48025 -2.41649 4.78110
H -0.03483 -1.81692 3.21636
H 3.42269 -0.06358 3.76069
H 3.21621 0.44109 5.42106
H 3.77720 -1.20058 5.10438
H 1.20971 -1.11283 1.56759
H 2.06371 -2.22448 0.54119
H 3.09087 -0.00082 1.05917
H 2.66437 1.91347 -0.05481
H 1.83694 1.14524 -1.37496
H 1.03009 1.39667 0.21571
H 3.71425 -1.77302 -0.75662
H 4.53827 -0.24698 -0.64512
H 3.28323 -0.48710 -1.87691
```

Properties
- E_tot: -1579.41471 a.u.
- Frontier orbital gap: 10.040 eV

Mulliken atomic charge list, values in e, 2 entries: C -1.00; C -1.12


ORCA calculation (wB97M-V/def2-TZVPD) on a single C6H12N2 molecule in a non-equilibrium geometry.

XYZ file:
```
20
Properties=species:S:1:pos:R:3
C 0.47496 -0.10467 1.05242
C 0.26009 1.25521 0.31454
C -0.47262 -1.26783 1.25793
C -0.56493 0.51789 -1.99412
C -0.93516 0.84939 -0.57917
C 1.71408 -0.48258 0.22281
N -2.15614 1.07262 -0.32749
N 1.99851 -1.60085 -0.29331
H 0.86848 0.17832 2.03566
H -2.36685 1.26982 0.64970
H 1.26716 -2.30859 -0.25635
H -0.10856 1.97465 1.04668
H 1.00410 1.76727 -0.29067
H 2.54359 0.22261 0.25443
H -1.29982 -0.95629 1.89373
H -0.87206 -1.64938 0.32034
H 0.05189 -2.09409 1.73901
H -0.15543 1.40564 -2.47468
H 0.19539 -0.26038 -2.02138
H -1.44669 0.21123 -2.55008
```

Properties
- E_tot: -345.26138 a.u.
- Relative energy (zero: lowest compared OMol25 entry of this formula, charge and spin): 1.809 eV
- Frontier orbital gap: 10.104 eV

Mulliken atomic charge list, values in e, 2 entries: C 0.82; C -0.95


ORCA calculation (wB97M-V/def2-TZVPD) on a molecular structure, C32H26MgN2SSe3Te.

XYZ file:
```
66
Properties=species:S:1:pos:R:3
Mg -1.26567 0.57717 0.85674
Se -3.47161 1.80775 1.57483
Se -4.80661 -0.08721 1.49164
Te -5.09125 -0.31583 -0.98449
Se -3.01113 -1.42966 -1.74596
C 0.40537 -5.15831 -3.62333
C 0.15220 -4.96749 -2.12045
C 0.66373 -6.19527 -1.35036
C -1.35295 -4.86287 -1.90095
C 0.90951 -3.73163 -1.61793
C 2.30010 -3.68324 -1.80921
C 3.06057 -2.63245 -1.33310
C 2.42151 -1.62042 -0.63010
S 3.12721 -0.24184 0.14468
C 1.54208 0.17867 0.81652
N 0.56770 -0.59024 0.35954
C 1.03870 -1.63851 -0.42170
C 0.27985 -2.69313 -0.94084
C 1.42196 1.30196 1.71559
C 2.51554 2.26826 1.68320
C 2.51522 3.55533 2.21605
C 1.42496 4.31093 2.59297
C 0.01616 3.81489 2.35199
C 0.33857 1.33309 2.61797
H -0.17459 -6.00827 -3.99700
H 1.45894 -5.34339 -3.84217
H 0.09210 -4.26467 -4.16781
H 0.13208 -7.09620 -1.67535
H 0.48932 -6.06083 -0.28046
H 1.73392 -6.35389 -1.50134
H -1.83860 -5.77350 -2.26554
H -1.78891 -4.01242 -2.42628
H -1.60520 -4.74671 -0.84497
H 2.80354 -4.48946 -2.33099
H 4.13472 -2.61286 -1.47643
H -0.79528 -2.67608 -0.80541
H 3.43658 1.93497 1.21731
H 3.48972 4.03495 2.30510
H 1.56151 5.23424 3.14625
H -0.69772 4.56337 2.70361
C -0.58707 0.27157 5.29446
C -0.41842 1.59809 5.51425
C -0.46288 2.65363 4.52974
C -0.10627 2.56564 3.22652
C -0.59548 0.25088 2.81956
C -0.99357 -0.25109 3.99862
C -0.19481 3.69353 0.82578
C 0.17474 4.87385 0.11122
C 0.04185 4.94713 -1.22856
C -0.47520 3.83832 -1.93956
C -0.69545 3.85746 -3.33378
C -1.26366 2.78760 -3.96471
C -1.61172 1.64122 -3.22144
C -1.38247 1.59600 -1.87950
C -0.82030 2.69949 -1.18789
N -0.66638 2.64496 0.18655
H -0.59199 -0.39446 6.15608
H -0.32771 1.92302 6.55015
H -0.70034 3.64595 4.90806
H -1.71898 -1.06279 4.01740
H 0.55907 5.70911 0.67838
H 0.31029 5.84912 -1.76944
H -0.41833 4.74652 -3.89166
H -1.44589 2.81750 -5.03237
H -2.07202 0.78681 -3.70320
H -1.67085 0.68172 -1.36649
```

Properties
- Net charge: -2
- E_tot: -9415.19934 a.u.
- Frontier orbital gap: 3.967 eV

Mulliken atomic charge list, values in e, 2 entries: Mg 1.61; Se -0.42


ORCA calculation (wB97M-V/def2-TZVPD) on a molecular structure, C29H30BF2FeN4O3P.

XYZ file:
```
71
Properties=species:S:1:pos:R:3
Fe -0.75681 -1.06573 -1.24731
N -3.03209 -0.56986 -0.69129
C -3.01006 -0.71858 0.76665
C -4.38163 -0.76698 1.43091
C -5.21190 0.51112 1.32965
C -4.73730 1.61767 2.26814
N -3.38376 2.07646 1.94298
C -3.06926 2.79990 0.87596
N -4.02432 3.22622 0.03823
N -1.80708 3.14453 0.65474
C -2.18288 -1.97838 1.13394
O -2.41044 -2.51558 2.21147
O -1.29773 -2.31396 0.28134
H -3.43407 0.30639 -0.99948
H -3.55467 -1.32810 -1.12245
H -2.41297 0.11684 1.13771
H -4.22625 -1.05618 2.47106
H -4.95043 -1.58659 0.98065
H -6.25434 0.29751 1.57790
H -5.21923 0.86548 0.29321
H -4.69953 1.24564 3.29036
H -5.41502 2.47537 2.27122
H -2.61240 1.72919 2.49488
H -4.97667 2.93232 0.14866
H -3.77130 3.71217 -0.80382
H -1.07001 2.63807 1.14536
H -1.51521 3.41080 -0.28066
C 3.11963 -5.17182 1.19018
C 2.43970 -5.10268 -0.01805
C 1.92288 -3.89154 -0.45121
C 2.09353 -2.73902 0.31146
C 2.76671 -2.81648 1.52681
C 3.27578 -4.03062 1.96447
P 1.48298 -1.17789 -0.38044
C 1.23219 -0.06655 1.02869
C 0.48282 -0.45808 2.10441
C 0.09321 0.46482 3.09818
C 0.50762 1.82098 2.98534
C 1.21606 2.25028 1.90764
C 1.55506 1.36121 0.76620
C 2.90069 -0.51047 -1.32519
C 4.02763 -1.27905 -1.44802
C 5.00066 -1.01695 -2.43795
C 4.78245 -0.02598 -3.34105
C 3.64172 0.81318 -3.23695
C 3.43732 1.83683 -4.19173
C 2.36331 2.66657 -4.08706
C 1.51047 2.55458 -2.97131
C 1.66478 1.59532 -1.99623
C 2.71462 0.63525 -2.17819
H 3.52488 -6.11600 1.53035
H 2.30556 -5.99265 -0.61860
H 1.37895 -3.83671 -1.38702
H 2.89410 -1.92579 2.12924
H 3.79590 -4.08486 2.91214
H 0.18024 -1.49467 2.20227
H -0.46180 0.12479 3.96288
H 0.28717 2.51448 3.79155
H 1.53865 3.28240 1.85141
H 2.61973 1.47053 0.50977
H 4.16983 -2.13722 -0.80416
H 5.88184 -1.64197 -2.50064
H 5.47311 0.14087 -4.15930
H 4.15570 1.94899 -4.99523
H 2.19225 3.44094 -4.82431
H 0.72723 3.29289 -2.85198
O -1.23309 -0.96194 -4.20097
C -1.02798 -1.19323 -3.09339
F 0.50865 3.23406 -0.52359
B 0.79854 1.83881 -0.64156
F -0.52392 1.17864 -0.70888
```

Properties
- E_tot: -3397.63459 a.u.
- Relative energy (zero: lowest compared OMol25 entry of this formula, charge and spin): 0.000 eV
- 2S+1: 5
- Frontier orbital gap (alpha / beta): 5.825 / 6.475 eV

Mulliken atomic charge list, values in e, 2 entries: Fe 0.46; N -0.50


ORCA calculation (wB97M-V/def2-TZVPD) on 8 unconnected molecules or ions with the total composition C16H48O8 in a non-equilibrium geometry.

XYZ file:
```
72
Properties=species:S:1:pos:R:3
C 7.83221 11.39898 7.41378
C 7.55891 12.91540 7.59268
O 6.18227 12.91334 8.02631
H 7.79277 10.88860 8.37610
H 8.73183 11.23285 6.82117
H 7.07036 10.89090 6.82256
H 7.71718 13.43622 6.64834
H 8.22026 13.39973 8.31110
H 6.11208 12.46446 8.87199
C 3.12378 14.11367 6.64746
C 4.06640 14.57006 5.52053
O 5.15549 13.84048 5.60410
H 2.17494 14.64757 6.59493
H 3.53297 14.42171 7.60963
H 2.91084 13.04890 6.74244
H 4.22449 15.61491 5.78774
H 3.64110 14.51761 4.51830
H 5.17455 13.38610 6.44954
C 9.77297 13.45824 3.70602
C 11.18432 14.02449 3.31287
O 12.17652 13.47313 4.14650
H 9.53009 13.67556 4.74616
H 9.83951 12.37347 3.62266
H 9.02993 13.99749 3.11848
H 11.19349 15.11317 3.36572
H 11.38937 13.70916 2.28983
H 13.01287 13.87247 3.89622
C 8.46456 17.19192 3.98207
C 7.20705 16.40319 4.32552
O 6.99576 15.50632 3.18734
H 8.73130 17.81873 4.83299
H 8.18618 17.96822 3.26936
H 9.22963 16.53470 3.56875
H 6.30352 17.01010 4.38391
H 7.21590 15.85196 5.26582
H 6.66523 14.64794 3.46217
C 8.35508 17.76396 -1.07096
C 7.46141 17.57711 0.15275
O 8.22851 16.60834 0.89197
H 9.35814 18.06040 -0.76421
H 8.00144 18.43859 -1.85066
H 8.33424 16.80076 -1.58078
H 6.50328 17.13915 -0.12701
H 7.24444 18.44905 0.76979
H 7.63563 16.34857 1.60092
C 9.83073 19.95697 2.03657
C 11.11062 19.20647 1.53891
O 11.02894 17.92686 2.01080
H 9.66249 19.86527 3.10959
H 8.96809 19.57449 1.49099
H 9.84114 21.01562 1.77722
H 11.93961 19.61099 2.11963
H 11.33980 19.42922 0.49682
H 10.22016 17.50310 1.71432
C 4.34216 10.82155 3.00959
C 5.78958 11.24628 3.41772
O 5.89238 12.65660 3.11794
H 3.72059 11.65921 3.32593
H 4.03445 9.87204 3.44760
H 4.22803 10.83512 1.92567
H 6.51208 10.70693 2.80519
H 6.02656 11.17390 4.47918
H 5.60676 13.20012 3.85591
C 7.04223 19.16026 7.12042
C 7.81986 20.30846 6.46660
O 7.62886 21.48939 7.24077
H 7.53693 18.88967 8.05323
H 7.08814 18.24899 6.52412
H 6.02858 19.46939 7.37548
H 7.46458 20.30867 5.43613
H 8.86241 19.99316 6.42441
H 8.05507 21.37380 8.09317
```

Properties
- E_tot: -1240.18556 a.u.
- Relative energy (zero: lowest compared OMol25 entry of this formula, charge and spin): 3.333 eV
- Frontier orbital gap: 10.334 eV

Mulliken atomic charge list, values in e, 2 entries: C -1.19; C 0.39